1:
ORCA calculation (ωB97M-V/def2-TZVPD) on C20H24AsF6N6O2S2Tl as an isolated structure.

XYZ file:
```
62
Properties=species:S:1:pos:R:3:lowdin_charge:R:1
Tl 0.32 0.52 0.23 0.739
C 2.02 3.62 -2.34 -0.063
C 2.04 3.40 -0.86 -0.311
C 1.04 3.94 -0.04 -0.084
C 1.05 3.73 1.33 -0.125
C 2.06 2.97 1.91 -0.128
C 3.05 2.41 1.12 -0.122
C 3.04 2.63 -0.26 -0.085
H 2.72 2.96 -2.85 0.074
H 2.29 4.66 -2.58 0.073
H 1.02 3.42 -2.74 0.019
H 0.23 4.49 -0.50 0.113
H 0.24 4.11 1.93 0.093
H 2.05 2.79 2.98 0.102
H 3.80 1.78 1.56 0.095
H 3.80 2.19 -0.88 0.104
S -1.36 2.05 -2.33 0.480
C -1.74 0.74 -3.38 -0.809
C -2.69 1.05 -4.43 -0.330
N -3.43 1.34 -5.26 0.105
C -1.25 -0.54 -3.33 -0.788
S 0.01 -1.14 -2.27 0.452
C -1.80 -1.53 -4.21 -0.343
N -2.25 -2.35 -4.89 0.100
N -1.40 -3.69 -1.01 0.174
C -1.39 -4.26 0.20 -0.521
N -1.25 -5.63 0.26 0.130
N -1.59 -3.66 1.34 0.103
C -1.68 -2.35 1.44 -0.329
N -1.81 -1.22 1.69 0.111
H -1.13 -4.24 -1.81 0.101
H -1.17 -2.69 -1.15 -0.011
H -0.69 -6.04 -0.47 0.089
H -1.01 -5.95 1.18 0.091
C -3.48 0.76 -0.09 -0.249
As -3.19 1.55 1.64 0.912
C -4.00 0.54 3.08 -0.232
C -4.45 3.03 1.52 -0.236
O -1.73 2.18 2.05 -0.583
H -4.55 0.59 -0.21 0.038
H -2.92 -0.17 -0.22 0.003
H -3.12 1.48 -0.82 -0.061
H -5.04 0.32 2.86 0.025
H -3.93 1.18 3.96 0.026
H -3.44 -0.37 3.25 -0.004
H -5.48 2.68 1.40 0.021
H -4.18 3.64 0.65 0.030
H -4.37 3.64 2.42 0.021
C 4.16 -1.27 -0.38 0.007
C 3.21 -1.88 0.68 -0.554
O 2.12 -1.18 0.92 -0.314
C 4.05 -2.02 2.00 -0.541
F 3.43 -2.74 2.95 0.134
F 5.28 -2.59 1.85 0.096
F 4.29 -0.80 2.52 0.120
C 2.86 -3.32 0.20 -0.541
F 2.36 -3.30 -1.05 0.112
F 1.93 -3.92 0.97 0.126
F 3.92 -4.18 0.15 0.101
H 4.48 -0.29 -0.03 0.074
H 3.59 -1.14 -1.30 0.088
H 5.04 -1.89 -0.57 0.080
```

Results
Highest occupied orbital energy (eV): -1.22
Orbital gap (eV): 5.7513
Charge: -2


2:
ORCA calculation (ωB97M-V/def2-TZVPD) on C20H24AsF6N6O2S2Tl as an isolated structure.

XYZ file:
```
62
Properties=species:S:1:pos:R:3:lowdin_charge:R:1
Tl 0.31 0.58 0.19 0.743
C 1.93 3.68 -2.34 -0.076
C 1.99 3.45 -0.86 -0.315
C 1.00 3.98 -0.03 -0.088
C 1.02 3.76 1.34 -0.127
C 2.03 3.00 1.90 -0.130
C 3.01 2.45 1.09 -0.124
C 2.99 2.68 -0.28 -0.085
H 2.61 3.01 -2.87 0.076
H 2.18 4.71 -2.60 0.073
H 0.92 3.48 -2.69 -0.018
H 0.18 4.54 -0.48 0.112
H 0.21 4.14 1.95 0.094
H 2.03 2.80 2.97 0.101
H 3.77 1.81 1.53 0.094
H 3.76 2.25 -0.91 0.105
S -1.21 2.21 -2.41 0.509
C -1.64 0.91 -3.47 -0.809
C -2.49 1.32 -4.54 -0.348
N -3.14 1.72 -5.40 0.106
C -1.23 -0.40 -3.40 -0.804
S 0.02 -1.06 -2.35 0.414
C -1.82 -1.33 -4.28 -0.362
N -2.32 -2.12 -4.96 0.099
N -1.66 -4.13 -0.93 0.189
C -1.60 -4.38 0.37 -0.516
N -1.60 -5.70 0.77 0.129
N -1.69 -3.52 1.34 0.115
C -1.67 -2.21 1.30 -0.309
N -1.75 -1.08 1.57 0.075
H -1.48 -4.89 -1.57 0.104
H -1.33 -3.21 -1.36 0.076
H -1.14 -6.35 0.14 0.088
H -1.33 -5.82 1.73 0.094
C -3.38 0.71 -0.16 -0.239
As -3.09 1.43 1.61 0.908
C -3.89 0.39 3.06 -0.226
C -4.42 2.89 1.53 -0.235
O -1.68 2.11 2.04 -0.581
H -4.44 0.50 -0.31 0.039
H -2.80 -0.19 -0.34 -0.004
H -3.04 1.48 -0.86 -0.042
H -4.93 0.14 2.84 0.022
H -3.83 1.01 3.95 0.026
H -3.31 -0.52 3.21 -0.004
H -5.44 2.52 1.41 0.018
H -4.16 3.53 0.69 0.027
H -4.34 3.48 2.45 0.019
C 4.28 -1.19 -0.37 0.006
C 3.26 -1.79 0.63 -0.558
O 2.16 -1.12 0.86 -0.292
C 4.07 -1.99 1.97 -0.533
F 3.44 -2.75 2.89 0.130
F 5.31 -2.55 1.84 0.085
F 4.30 -0.79 2.55 0.117
C 2.96 -3.24 0.10 -0.530
F 2.53 -3.24 -1.17 0.111
F 2.02 -3.90 0.81 0.120
F 4.05 -4.08 0.10 0.090
H 4.60 -0.22 0.02 0.074
H 3.78 -1.04 -1.32 0.089
H 5.15 -1.84 -0.49 0.077
```

Results
Highest occupied orbital energy (eV): -1.07
Orbital gap (eV): 5.4101
Charge: -2


Most stable one: 1, least stable one: 2.